DFT (ωB97M-V/def2-TZVPD) results for a molecular structure, C3H6N2OS.

Output
Total charge: 0
HOMO-LUMO gap in eV: 7.42
Multiplicity: 1
HOMO level in eV: -7.1

Structure (XYZ):
```
13
Properties=species:S:1:pos:R:3:forces:R:3:lowdin_charge:R:1
C -1.93779 -1.11082 1.88473 -1.18 0.79 -1.08 -0.171
C -0.06686 -0.30087 0.41760 -1.81 1.77 -1.74 -0.508
C 1.79988 0.76022 -0.57084 -3.05 3.88 -0.93 -0.342
H -2.21186 -2.31860 1.45621 -0.03 3.80 1.91 0.130
H -2.07160 -0.80719 3.42995 0.13 -1.14 -4.76 0.184
H -2.47331 -0.15764 1.14552 0.90 -3.27 2.61 0.134
H 0.09242 -1.35363 2.31719 -1.00 1.54 -2.81 0.180
H 2.64909 0.17871 -0.92545 0.19 0.86 -0.28 0.081
H 1.79650 2.00271 -0.25615 1.19 -3.64 -1.05 0.151
N -0.54163 -0.93335 1.53003 1.67 -1.12 2.89 -0.111
N -0.77135 0.10744 -0.64856 -0.42 -3.63 6.45 -0.390
O 1.24210 0.10219 0.47315 -0.49 -2.28 2.99 -0.129
S 0.16884 0.70802 -1.71948 3.90 2.43 -4.20 0.791
```
Forces are in eV/Å.


DFT (ωB97M-V/def2-TZVPD) results for 2 unconnected molecules or ions with the total composition C3H6N2OS.

Output
Total charge: 0
HOMO-LUMO gap in eV: 8.04
Multiplicity: 1
HOMO level in eV: -8.8

Structure (XYZ):
```
13
Properties=species:S:1:pos:R:3:forces:R:3:lowdin_charge:R:1
C -0.15261 -1.06671 0.39927 0.43 0.74 -2.66 -0.227
C -0.09793 -2.26733 0.91569 -0.22 1.35 0.07 0.022
C 0.22402 -1.17586 -1.95007 -1.09 0.49 -2.40 -0.075
N 0.45641 -0.77062 -0.81755 1.49 0.93 2.16 -0.063
N -0.89130 3.66100 1.04179 -0.84 0.89 -4.73 -0.291
O 1.30379 2.76990 0.38535 0.55 -0.11 -1.11 -0.529
S 0.08089 3.36684 -0.11600 -0.77 -0.02 3.43 0.845
H -0.52707 -0.10075 0.67438 -0.65 -0.15 1.49 0.099
H 0.43427 -3.03502 0.48456 0.98 -1.50 -1.20 0.039
H -0.36486 -2.38154 1.88799 -1.10 -0.58 2.69 0.018
H 0.87236 -0.61250 -2.71784 -1.26 -1.71 0.35 0.098
H -0.72044 -1.80029 -2.12045 1.42 0.44 -0.50 0.103
H -0.61752 3.41286 1.93287 1.08 -0.77 2.42 -0.038
```
Forces are in eV/Å.


DFT (ωB97M-V/def2-TZVPD) results for a single C3H6N2OS molecule.

Output
Total charge: 0
SMILES: CC(=S)O/N=C/N
HOMO-LUMO gap in eV: 9.08
Multiplicity: 1
HOMO level in eV: -8.4

Structure (XYZ):
```
13
Properties=species:S:1:pos:R:3:forces:R:3:lowdin_charge:R:1
C -1.02062 1.68962 -0.00035 0.44 0.31 -0.46 -0.118
C -1.11923 0.19432 0.00357 -0.28 -0.33 -0.11 -0.883
S -2.52029 -0.66148 -0.00415 0.57 0.39 0.02 0.678
O 0.03030 -0.50553 0.00562 -0.47 0.18 0.04 -0.158
N 1.20652 0.28446 0.01958 0.39 -0.22 -0.06 0.052
C 2.19910 -0.52219 -0.00210 -0.20 -0.15 0.09 -0.238
N 3.47942 -0.05990 -0.07368 -0.09 0.41 0.07 0.088
H -0.44484 2.06449 -0.87957 -0.35 -0.40 0.62 0.095
H -0.49856 2.04144 0.89034 0.12 -0.09 -0.03 0.080
H -2.00690 2.12813 -0.00741 -0.25 -0.10 -0.07 0.062
H 2.05465 -1.61302 0.01086 0.08 0.46 -0.06 0.148
H 3.61777 0.92847 0.11620 -0.07 -0.35 -0.10 0.106
H 4.20306 -0.66400 0.26295 0.12 -0.12 0.04 0.087
```
Forces are in eV/Å.


DFT (ωB97M-V/def2-TZVPD) results for a single C3H6N2OS2 molecule.

Output
Total charge: 0
SMILES: C=NN=S(=O)=CSC
HOMO-LUMO gap (alpha / beta) in eV: 6.91 / 6.85
Multiplicity: 1
HOMO level (alpha / beta) in eV: -8.0 / -8.0

Structure (XYZ):
```
14
Properties=species:S:1:pos:R:3:forces:R:3:lowdin_charge:R:1
C -0.64403 -1.63846 1.02407 0.23 -0.04 1.55 -0.061
N -0.93900 -1.59631 -0.20980 -0.01 -0.39 -0.67 -0.172
N -1.23428 -0.78654 -1.03986 -0.37 -0.51 -1.43 -0.110
S -1.32305 0.99528 -0.35821 1.24 0.79 1.04 0.846
O -2.55004 1.00954 0.42875 -1.20 0.03 0.38 -0.518
C -0.06484 0.88037 0.82969 0.35 0.36 -0.97 -0.712
S 1.60292 1.08822 0.48038 0.04 -0.21 -0.20 0.834
C 1.66800 0.63997 -1.27928 -0.02 0.06 0.38 -0.381
H -0.14101 -2.49411 1.43226 0.27 -0.14 0.00 0.071
H -1.13119 -0.94932 1.70617 -0.36 0.09 -0.03 0.071
H -0.32905 1.18727 1.82804 -0.28 -0.04 0.16 0.038
H 2.72005 0.57348 -1.53887 0.02 0.03 -0.05 0.037
H 1.17919 1.40896 -1.87188 0.00 0.03 -0.11 0.037
H 1.18632 -0.31834 -1.43147 0.09 -0.08 -0.06 0.020
```
Forces are in eV/Å.


DFT (ωB97M-V/def2-TZVPD) results for a single C3H6N2OS2 molecule.

Output
Total charge: 0
SMILES: N/N=C(\CS)OC=S
HOMO-LUMO gap in eV: 8.68
Multiplicity: 1
HOMO level in eV: -8.8

Structure (XYZ):
```
14
Properties=species:S:1:pos:R:3:forces:R:3:lowdin_charge:R:1
N 0.08904 -1.25523 1.51063 -0.10 2.47 0.78 0.026
N -0.27453 -1.02573 0.20686 -0.24 0.31 -0.88 0.036
C -0.31092 0.17822 -0.16465 1.27 -1.06 -1.34 -0.412
C 0.01552 1.33789 0.65235 1.33 2.24 -2.12 -0.454
S 1.81176 1.57648 0.92488 -0.11 0.35 -0.44 0.757
O -0.31898 0.46221 -1.54523 -0.60 0.36 0.89 -0.083
C -0.47352 -0.49578 -2.45219 -0.60 -1.63 -1.26 -0.715
S -0.97112 -0.17646 -3.98378 0.56 -0.11 1.19 0.662
H -0.05584 -2.17904 1.68919 -0.22 -3.24 0.38 0.047
H -0.51238 -0.79164 2.19548 0.21 0.39 -0.21 0.105
H -0.40422 1.28612 1.58360 -1.37 0.05 2.21 0.032
H -0.19394 2.30349 0.15187 -0.66 -0.73 0.27 0.091
H 1.90820 0.35667 1.36779 0.58 -1.06 0.55 -0.181
H -0.30906 -1.57720 -2.13679 -0.05 1.67 -0.02 0.089
```
Forces are in eV/Å.


DFT (ωB97M-V/def2-TZVPD) results for a single C3H6N2OS2 molecule.

Output
Total charge: 0
SMILES: [H]/N=C\NOCSC=S
HOMO-LUMO gap in eV: 8.31
Multiplicity: 1
HOMO level in eV: -9.0

Structure (XYZ):
```
14
Properties=species:S:1:pos:R:3:forces:R:3:lowdin_charge:R:1
H -2.77759 2.46902 0.84020 -0.16 -1.37 -0.07 0.060
N -3.10026 1.48254 1.03210 1.52 0.85 0.01 0.069
C -2.23109 0.55859 0.87149 -0.54 0.19 -0.81 -0.272
N -0.96721 0.54177 0.20729 -2.14 2.05 0.23 -0.067
O -0.14006 -0.46722 0.56853 1.27 -2.12 -0.83 -0.201
C 0.32697 -1.15937 -0.65512 -0.10 1.38 1.39 -0.427
S 1.49082 -0.14120 -1.59323 0.84 -0.13 0.19 0.881
C 2.91406 -0.29361 -0.58815 1.98 -0.08 1.57 -1.036
S 4.51875 0.13354 -0.84566 -2.53 -0.39 -0.21 0.551
H -2.58888 -0.43323 1.11035 0.33 -0.42 0.11 0.111
H -0.49093 1.43668 0.23671 0.14 0.01 0.01 0.131
H -0.49908 -1.33766 -1.32070 -0.42 -0.10 -0.15 0.077
H 0.78944 -2.07352 -0.32773 0.15 -0.27 0.18 0.087
H 2.75505 -0.71632 0.46392 -0.34 0.42 -1.62 0.037
```
Forces are in eV/Å.


DFT (ωB97M-V/def2-TZVPD) results for 2 unconnected molecules or ions with the total composition C3H6N2PS2.

Output
Total charge: +1
HOMO-LUMO gap in eV: 7.87
Multiplicity: 1
HOMO level in eV: -12.5

Structure (XYZ):
```
14
Properties=species:S:1:pos:R:3:forces:R:3:lowdin_charge:R:1
C 1.07533 -0.76894 -1.04945 -1.23 -1.55 -1.20 -0.398
C 0.40262 0.60773 0.68555 -0.12 -0.91 1.49 -0.205
C 1.93521 0.70032 0.86435 -0.55 -3.90 1.23 -0.301
N 0.03898 -0.32934 -0.38490 1.77 0.50 0.11 -0.014
N -2.57903 -0.43860 -0.41472 1.46 0.50 -0.43 -0.755
P -3.86845 -1.01426 0.14665 -1.90 -0.81 0.89 0.649
S -3.88715 -0.21393 -1.73647 -0.11 0.11 -0.31 0.403
S 2.65540 -0.41919 -0.49977 -1.06 1.12 0.45 1.016
H -0.17541 0.38048 1.59502 0.65 -0.87 0.01 0.134
H 0.00476 1.57479 0.58047 -0.42 1.42 -1.39 0.108
H 2.18685 1.69181 0.75198 1.24 1.92 -0.30 0.049
H 2.28972 0.24037 1.86187 -0.50 0.99 -1.65 0.120
H -1.01548 -0.54136 -0.42537 0.56 0.13 -0.85 0.041
H 0.93665 -1.46988 -1.97522 0.22 1.36 1.94 0.152
```
Forces are in eV/Å.


DFT (ωB97M-V/def2-TZVPD) results for 2 unconnected molecules or ions with the total composition C3H6N2S.

Output
Total charge: 0
HOMO-LUMO gap in eV: 8.83
Multiplicity: 1
HOMO level in eV: -8.5

Structure (XYZ):
```
12
Properties=species:S:1:pos:R:3:forces:R:3:lowdin_charge:R:1
C 2.00389 1.28090 0.19376 1.81 -1.81 -2.37 -0.340
C 0.03912 -0.86380 0.04040 -2.17 -2.20 2.82 -0.687
C -3.01605 0.56186 -0.09886 4.52 -1.12 -1.17 -0.063
H 1.40298 1.80129 -0.60721 0.78 0.07 1.48 0.027
H 1.80383 1.44954 1.27546 0.26 0.32 -1.10 0.032
H 3.24324 1.22511 -0.17145 -3.81 0.50 1.46 0.113
H -0.30874 -1.89689 0.55272 0.77 2.02 -1.96 0.141
H -2.56334 1.74944 -0.78606 -1.82 -3.73 2.53 0.166
H -4.08272 0.18631 0.05731 1.57 0.98 -0.45 0.050
N -0.72924 0.12529 0.01626 -3.19 0.46 -0.86 -0.131
N -2.03826 -0.36286 0.17811 -4.35 4.43 -0.24 -0.130
S 1.60722 -0.54534 -0.15582 5.63 0.05 -0.15 0.823
```
Forces are in eV/Å.


DFT (ωB97M-V/def2-TZVPD) results for 2 unconnected molecules or ions with the total composition C3H6N2S.

Output
Total charge: 0
HOMO-LUMO gap (alpha / beta) in eV: 8.12 / 8.12
Multiplicity: 1
HOMO level (alpha / beta) in eV: -7.7 / -7.7

Structure (XYZ):
```
12
Properties=species:S:1:pos:R:3:forces:R:3:lowdin_charge:R:1
C 0.79855 -1.31680 0.36680 0.38 0.37 -0.19 -0.219
C 1.69900 -0.46498 -0.49008 0.04 0.47 -0.28 -0.452
C -1.98876 1.05484 -0.01200 3.21 -1.15 1.95 0.095
N -0.18599 -0.74313 0.92695 -0.35 -2.25 0.38 -0.114
N -0.24024 0.55871 0.84875 -3.35 3.26 -1.49 -0.414
S 1.05571 1.20680 -0.15644 0.38 -0.39 -0.13 0.807
H 0.98586 -2.36518 0.51385 -0.15 -0.26 -0.01 0.100
H 2.74748 -0.51030 -0.19566 -0.02 -0.08 0.00 0.061
H 1.60921 -0.73262 -1.54873 0.10 -0.09 0.13 0.064
H -1.64628 1.52219 -0.91226 0.08 0.12 -0.33 0.011
H -2.45639 0.09117 -0.09425 -0.15 -0.19 -0.10 0.030
H -2.37816 1.69929 0.75307 -0.18 0.19 0.08 0.029
```
Forces are in eV/Å.


DFT (ωB97M-V/def2-TZVPD) results for a single C3H6N2S molecule.

Output
Total charge: 0
HOMO-LUMO gap in eV: 8.88
Multiplicity: 1
HOMO level in eV: -8.4

Structure (XYZ):
```
12
Properties=species:S:1:pos:R:3:forces:R:3:lowdin_charge:R:1
C -1.13610 -0.18193 -0.25369 -3.56 -0.35 -1.82 -0.304
C -2.01131 -1.22867 -0.23918 -0.04 0.43 0.59 0.023
C 0.73187 1.27804 -0.10904 0.30 1.35 -0.47 -0.380
N 0.03606 0.09305 0.35959 2.50 -0.47 1.00 -0.286
N 2.77962 -0.55533 0.51122 -1.37 0.34 0.74 -0.420
S 1.60548 -0.21753 -0.48991 1.26 -0.32 2.18 0.945
H -1.32862 0.73905 -0.79661 -1.33 -0.39 -0.73 0.086
H -3.02951 -1.34941 -0.69656 1.37 1.22 -0.16 0.065
H -1.93832 -2.08486 0.41328 0.97 -0.13 0.22 0.037
H 0.32805 1.98127 -0.93356 0.35 -1.47 1.23 0.120
H 1.28381 1.81146 0.67082 -0.40 0.02 -0.11 0.079
H 2.67897 -0.28513 1.56364 -0.05 -0.22 -2.67 0.034
```
Forces are in eV/Å.


| no. | F_max (Eh/bohr) | molecular weight (g/mol) |
| --- | --- | --- |
| 1 | 0.14414 | 118.16 |
| 2 | 0.09504 | 118.16 |
| 3 | 0.01597 | 118.16 |
| 4 | 0.03505 | 150.23 |
| 5 | 0.06531 | 150.23 |
| 6 | 0.05771 | 150.23 |
| 7 | 0.08033 | 165.20 |
| 8 | 0.12083 | 102.16 |
| 9 | 0.09548 | 102.16 |
| 10 | 0.07810 | 102.16 |